(1)
Molecular formula: C34H27Br2CdFN2OP
Method: DFT, ωB97M-V/def2-TZVPD

Properties
**Electronic energy**: -197382.22474 eV
**Charge**: -1
**ΔE to the lowest compared entry with this formula, charge and spin**: 0.000 eV
**LUMO (alpha / beta)**: 2.24 / 2.24 eV

Cartesian coordinates (Å):
Cd  -9.271  0.733  17.438
Br  -6.750  0.828  24.979
C  -7.048  0.536  23.151
C  -6.691  -0.687  22.520
C  -6.973  -0.849  21.196
C  -7.574  0.176  20.398
O  -7.810  -0.045  19.169
C  -7.914  1.429  21.040
C  -8.577  2.537  20.403
N  -8.785  2.658  19.106
C  -9.395  3.760  18.591
C  -10.342  4.535  19.236
C  -10.965  5.611  18.584
C  -10.628  5.986  17.303
C  -9.630  5.261  16.612
C  -9.198  5.564  15.297
C  -8.227  4.776  14.711
C  -7.758  3.638  15.410
N  -8.192  3.295  16.611
C  -9.048  4.120  17.234
C  -7.647  1.546  22.389
H  -6.229  -1.447  23.141
H  -6.780  -1.790  20.686
H  -8.877  3.389  21.024
H  -10.665  4.253  20.242
H  -11.725  6.173  19.113
H  -11.068  6.854  16.825
H  -9.612  6.418  14.767
H  -7.824  4.997  13.713
H  -6.993  2.961  15.009
H  -7.917  2.473  22.888
Br  -11.602  0.854  19.728
C  -12.682  1.922  18.530
C  -13.869  2.407  19.050
C  -14.796  3.163  18.275
C  -14.482  3.448  16.966
C  -13.292  2.972  16.360
C  -13.009  3.306  15.000
C  -11.847  2.807  14.466
C  -10.988  1.969  15.187
C  -11.166  1.717  16.533
C  -12.339  2.182  17.155
H  -14.110  2.157  20.090
H  -15.713  3.506  18.741
H  -15.142  4.030  16.314
H  -13.644  3.962  14.426
H  -11.562  2.994  13.434
H  -10.127  1.538  14.683
F  -8.353  -0.172  15.800
C  -10.146  -2.118  20.489
P  -9.911  -2.014  18.638
C  -11.524  -2.634  17.919
C  -8.775  -3.383  18.341
C  -9.120  -4.613  18.906
C  -8.278  -5.716  18.701
C  -7.106  -5.575  17.956
C  -6.770  -4.321  17.396
C  -7.605  -3.229  17.582
H  -11.074  -2.626  20.757
H  -10.170  -1.118  20.929
H  -9.309  -2.662  20.914
H  -11.684  -3.672  18.153
H  -11.474  -2.536  16.838
H  -12.353  -2.024  18.291
H  -10.023  -4.690  19.491
H  -8.563  -6.659  19.147
H  -6.441  -6.421  17.828
H  -5.861  -4.237  16.801
H  -7.437  -2.274  17.093

=====

(2)
Molecular formula: C34H27Br2Cl2CoF7N5O8S3
Method: DFT, ωB97M-V/def2-TZVPD

Properties
**Electronic energy**: -313813.34976 eV
**Multiplicity**: 2
**Charge**: -1
**ΔE to the lowest compared entry with this formula, charge and spin**: 1.940 eV
**LUMO (alpha / beta)**: -0.72 / -0.72 eV

Cartesian coordinates (Å):
Co  0.742  -0.815  2.158
C  -1.506  0.374  4.529
C  -0.391  -0.496  5.015
C  -0.339  -0.850  6.382
C  0.698  -1.575  6.881
C  1.766  -1.943  6.033
C  2.936  -2.624  6.426
Br  3.146  -3.215  8.225
C  3.947  -2.856  5.534
C  3.838  -2.412  4.215
Br  5.264  -2.693  3.010
C  2.711  -1.743  3.741
O  2.587  -1.270  2.551
C  1.656  -1.553  4.687
N  0.561  -0.896  4.191
H  -1.669  1.182  5.244
H  -2.431  -0.191  4.441
H  -1.261  0.810  3.566
H  -1.143  -0.523  7.028
H  0.734  -1.842  7.929
H  4.842  -3.375  5.846
C  2.456  -2.906  -5.019
C  1.143  -3.227  -4.313
N  0.976  -2.476  -3.075
C  1.077  -3.125  -1.884
C  1.087  -2.525  -0.670
C  1.013  -3.410  0.576
O  1.226  -4.605  0.396
O  0.661  -2.838  1.650
C  1.047  -1.104  -0.626
O  1.289  -0.405  0.385
C  0.671  -0.435  -1.867
C  0.269  0.898  -1.816
C  -0.122  1.527  -2.963
F  -0.596  2.785  -2.883
C  -0.070  0.886  -4.208
C  0.334  -0.437  -4.255
C  0.670  -1.129  -3.086
N  -0.456  1.497  -5.439
C  -0.373  2.949  -5.552
C  -0.379  3.317  -7.029
N  -1.654  2.804  -7.628
C  -1.749  1.319  -7.475
C  -1.714  1.003  -5.989
H  2.522  -3.459  -5.955
H  3.299  -3.183  -4.386
H  2.537  -1.841  -5.238
H  1.121  -4.283  -4.051
H  0.293  -3.040  -4.972
H  1.137  -4.205  -1.927
H  0.223  1.400  -0.860
H  0.366  -0.922  -5.220
H  0.553  3.300  -5.099
H  -1.201  3.468  -5.056
H  0.446  2.838  -7.549
H  -0.346  4.395  -7.181
H  -1.757  3.098  -8.641
H  -2.441  3.226  -7.092
H  -0.879  0.888  -7.963
H  -2.664  0.980  -7.962
H  -1.779  -0.075  -5.842
H  -2.586  1.458  -5.495
Cl  -1.991  -2.989  3.056
C  -3.246  -1.966  2.454
C  -4.547  -2.285  2.811
C  -5.608  -1.536  2.338
C  -5.356  -0.483  1.475
C  -4.054  -0.186  1.117
Cl  -3.824  1.133  0.002
C  -2.935  -0.883  1.610
S  -1.349  -0.379  1.093
H  -4.712  -3.137  3.457
H  -6.621  -1.776  2.630
H  -6.162  0.116  1.075
F  0.898  2.062  5.312
C  2.116  2.304  4.835
F  2.945  1.394  5.357
F  2.509  3.506  5.247
S  2.220  2.183  2.964
O  1.055  1.395  2.594
O  3.526  1.658  2.749
N  2.161  3.665  2.424
S  0.830  4.519  2.490
O  -0.034  4.205  3.594
O  1.142  5.890  2.221
C  -0.142  4.005  0.977
F  0.669  3.521  0.026
F  -0.762  5.075  0.465
F  -1.064  3.091  1.254

=====

(3)
Molecular formula: C34H27F2N7OSSn
Method: DFT, ωB97M-V/def2-TZVPD

Properties
**Electronic energy**: -70263.03049 eV
**Charge**: +2
**ΔE to the lowest compared entry with this formula, charge and spin**: 0.000 eV
**LUMO**: -6.64 eV

Cartesian coordinates (Å):
Sn  0.728  -0.633  0.177
C  -2.111  -3.475  -2.015
C  -0.951  -2.795  -1.283
N  -0.954  -1.444  -1.001
N  -2.004  -0.717  -1.378
C  -1.640  0.605  -1.274
O  -0.521  1.077  -0.895
C  -2.690  1.529  -1.688
C  -3.999  1.126  -2.064
C  -4.950  2.085  -2.372
C  -4.609  3.435  -2.414
C  -3.314  3.839  -2.095
C  -2.358  2.899  -1.702
C  0.233  -3.521  -0.967
C  0.381  -4.899  -1.337
C  1.582  -5.523  -1.134
C  2.639  -4.841  -0.498
C  2.397  -3.522  -0.140
N  1.250  -2.832  -0.348
H  -2.770  -2.643  -2.294
H  -1.733  -3.960  -2.915
H  -2.634  -4.224  -1.415
H  -4.227  0.057  -2.094
H  -5.967  1.810  -2.662
H  -5.335  4.211  -2.703
H  -3.041  4.895  -2.183
H  -1.343  3.197  -1.429
H  -0.479  -5.397  -1.775
H  1.715  -6.549  -1.468
H  3.620  -5.296  -0.356
H  3.167  -2.928  0.391
F  4.155  -1.498  4.561
C  4.028  -1.074  3.291
C  2.775  -1.109  2.710
C  2.685  -0.684  1.403
C  3.808  -0.274  0.642
C  5.053  -0.314  1.290
F  6.130  0.183  0.693
C  5.184  -0.736  2.605
C  3.633  0.140  -0.754
C  4.672  0.587  -1.589
C  4.366  1.105  -2.832
C  3.065  1.109  -3.329
C  2.092  0.593  -2.493
N  2.344  0.136  -1.228
H  1.881  -1.391  3.252
H  6.167  -0.769  3.114
H  5.709  0.477  -1.267
H  5.140  1.542  -3.446
H  2.795  1.481  -4.318
H  1.065  0.525  -2.806
C  -3.795  -1.615  2.675
N  -3.350  -0.259  2.490
C  -4.140  0.909  2.413
C  -3.324  1.913  2.177
N  -1.997  1.447  2.132
C  -2.021  0.057  2.323
S  -0.825  -1.135  2.351
C  -0.887  2.279  1.915
C  -1.095  3.696  1.832
C  -0.030  4.514  1.541
C  1.244  3.926  1.510
C  1.352  2.564  1.682
N  0.314  1.713  1.833
H  -4.885  -1.531  2.724
H  -3.431  -2.011  3.608
H  -3.495  -2.250  1.829
H  -5.210  0.870  2.485
H  -3.494  2.959  2.046
H  -2.074  4.140  1.995
H  -0.177  5.599  1.322
H  2.151  4.499  1.359
H  2.340  2.117  1.594

=====

Copy entry 1 word for word.
Molecular formula: C34H27Br2CdFN2OP
Method: DFT, ωB97M-V/def2-TZVPD

Properties
**Electronic energy**: -197382.22474 eV
**Charge**: -1
**ΔE to the lowest compared entry with this formula, charge and spin**: 0.000 eV
**LUMO (alpha / beta)**: 2.24 / 2.24 eV

Cartesian coordinates (Å):
Cd  -9.271  0.733  17.438
Br  -6.750  0.828  24.979
C  -7.048  0.536  23.151
C  -6.691  -0.687  22.520
C  -6.973  -0.849  21.196
C  -7.574  0.176  20.398
O  -7.810  -0.045  19.169
C  -7.914  1.429  21.040
C  -8.577  2.537  20.403
N  -8.785  2.658  19.106
C  -9.395  3.760  18.591
C  -10.342  4.535  19.236
C  -10.965  5.611  18.584
C  -10.628  5.986  17.303
C  -9.630  5.261  16.612
C  -9.198  5.564  15.297
C  -8.227  4.776  14.711
C  -7.758  3.638  15.410
N  -8.192  3.295  16.611
C  -9.048  4.120  17.234
C  -7.647  1.546  22.389
H  -6.229  -1.447  23.141
H  -6.780  -1.790  20.686
H  -8.877  3.389  21.024
H  -10.665  4.253  20.242
H  -11.725  6.173  19.113
H  -11.068  6.854  16.825
H  -9.612  6.418  14.767
H  -7.824  4.997  13.713
H  -6.993  2.961  15.009
H  -7.917  2.473  22.888
Br  -11.602  0.854  19.728
C  -12.682  1.922  18.530
C  -13.869  2.407  19.050
C  -14.796  3.163  18.275
C  -14.482  3.448  16.966
C  -13.292  2.972  16.360
C  -13.009  3.306  15.000
C  -11.847  2.807  14.466
C  -10.988  1.969  15.187
C  -11.166  1.717  16.533
C  -12.339  2.182  17.155
H  -14.110  2.157  20.090
H  -15.713  3.506  18.741
H  -15.142  4.030  16.314
H  -13.644  3.962  14.426
H  -11.562  2.994  13.434
H  -10.127  1.538  14.683
F  -8.353  -0.172  15.800
C  -10.146  -2.118  20.489
P  -9.911  -2.014  18.638
C  -11.524  -2.634  17.919
C  -8.775  -3.383  18.341
C  -9.120  -4.613  18.906
C  -8.278  -5.716  18.701
C  -7.106  -5.575  17.956
C  -6.770  -4.321  17.396
C  -7.605  -3.229  17.582
H  -11.074  -2.626  20.757
H  -10.170  -1.118  20.929
H  -9.309  -2.662  20.914
H  -11.684  -3.672  18.153
H  -11.474  -2.536  16.838
H  -12.353  -2.024  18.291
H  -10.023  -4.690  19.491
H  -8.563  -6.659  19.147
H  -6.441  -6.421  17.828
H  -5.861  -4.237  16.801
H  -7.437  -2.274  17.093

=====

Q: Which value of ΔE to the lowest compared entry with this formula, charge and spin does entry 1 give?
A: 0.000 eV

=====

Q: What is the formula in the third record?
A: C34H27F2N7OSSn

=====

What did the third record say?
Molecular formula: C34H27F2N7OSSn
Method: DFT, ωB97M-V/def2-TZVPD

Properties
**Electronic energy**: -70263.03049 eV
**Charge**: +2
**ΔE to the lowest compared entry with this formula, charge and spin**: 0.000 eV
**LUMO**: -6.64 eV

Cartesian coordinates (Å):
Sn  0.728  -0.633  0.177
C  -2.111  -3.475  -2.015
C  -0.951  -2.795  -1.283
N  -0.954  -1.444  -1.001
N  -2.004  -0.717  -1.378
C  -1.640  0.605  -1.274
O  -0.521  1.077  -0.895
C  -2.690  1.529  -1.688
C  -3.999  1.126  -2.064
C  -4.950  2.085  -2.372
C  -4.609  3.435  -2.414
C  -3.314  3.839  -2.095
C  -2.358  2.899  -1.702
C  0.233  -3.521  -0.967
C  0.381  -4.899  -1.337
C  1.582  -5.523  -1.134
C  2.639  -4.841  -0.498
C  2.397  -3.522  -0.140
N  1.250  -2.832  -0.348
H  -2.770  -2.643  -2.294
H  -1.733  -3.960  -2.915
H  -2.634  -4.224  -1.415
H  -4.227  0.057  -2.094
H  -5.967  1.810  -2.662
H  -5.335  4.211  -2.703
H  -3.041  4.895  -2.183
H  -1.343  3.197  -1.429
H  -0.479  -5.397  -1.775
H  1.715  -6.549  -1.468
H  3.620  -5.296  -0.356
H  3.167  -2.928  0.391
F  4.155  -1.498  4.561
C  4.028  -1.074  3.291
C  2.775  -1.109  2.710
C  2.685  -0.684  1.403
C  3.808  -0.274  0.642
C  5.053  -0.314  1.290
F  6.130  0.183  0.693
C  5.184  -0.736  2.605
C  3.633  0.140  -0.754
C  4.672  0.587  -1.589
C  4.366  1.105  -2.832
C  3.065  1.109  -3.329
C  2.092  0.593  -2.493
N  2.344  0.136  -1.228
H  1.881  -1.391  3.252
H  6.167  -0.769  3.114
H  5.709  0.477  -1.267
H  5.140  1.542  -3.446
H  2.795  1.481  -4.318
H  1.065  0.525  -2.806
C  -3.795  -1.615  2.675
N  -3.350  -0.259  2.490
C  -4.140  0.909  2.413
C  -3.324  1.913  2.177
N  -1.997  1.447  2.132
C  -2.021  0.057  2.323
S  -0.825  -1.135  2.351
C  -0.887  2.279  1.915
C  -1.095  3.696  1.832
C  -0.030  4.514  1.541
C  1.244  3.926  1.510
C  1.352  2.564  1.682
N  0.314  1.713  1.833
H  -4.885  -1.531  2.724
H  -3.431  -2.011  3.608
H  -3.495  -2.250  1.829
H  -5.210  0.870  2.485
H  -3.494  2.959  2.046
H  -2.074  4.140  1.995
H  -0.177  5.599  1.322
H  2.151  4.499  1.359
H  2.340  2.117  1.594